12
Properties=species:S:1:pos:R:3:forces:R:3 method="wB97M-V/def2-TZVPD" e_homo_ha=-0.3512 total_energy_ev=-10270.61992 multiplicity=1
C -1.80063 -0.38266 0.01604 -1.412 -0.912 -2.220
C -1.40644 1.09554 -0.10076 1.090 0.383 3.268
C 0.55846 -0.09274 0.47840 -1.563 3.349 -2.576
C 1.94945 -0.46792 -0.19574 5.731 1.371 1.705
C 3.24849 -0.37466 -0.37371 -6.229 0.070 1.748
H -1.39162 1.57381 -1.13378 -0.825 -0.540 1.614
H -2.10782 1.53137 0.81180 1.697 -0.293 -2.719
H -0.20672 -2.00894 0.19670 -1.697 3.517 2.974
H 4.38361 -0.17856 -0.33146 -2.570 -0.720 -0.547
N 0.12949 1.16990 0.28213 -0.099 -3.004 -0.997
N -0.53001 -0.96327 0.85612 0.735 -4.719 -5.449
O -2.82626 -0.90186 -0.50574 5.141 1.497 3.198